Run one
Formula: C3H12N2O
Source: the OMol25 dataset
Level of theory: the ωB97M-V functional and the def2-TZVPD basis

Output
gap between HOMO and LUMO: 0.3538 hartree
LUMO level: 0.97 eV

Last column: Löwdin charge in e.
Atoms and positions in Å:
N 0.53 1.34 1.12  -0.02
C -0.29 1.58 -0.10  -0.30
C 0.28 0.94 -1.35  -0.23
C -0.70 0.99 -2.51  -0.33
N -0.21 0.50 -3.75  -0.01
H 1.15 0.56 0.96  0.05
H 1.08 2.17 1.30  0.05
H -0.40 2.66 -0.23  0.11
H -1.27 1.15 0.07  0.10
H 1.18 1.43 -1.71  0.10
H 0.58 -0.10 -1.16  0.11
H -1.05 2.02 -2.58  0.11
H -1.61 0.42 -2.30  0.12
H -0.48 -0.41 -4.08  0.06
H 0.58 0.87 -4.22  0.07
O 0.20 -4.44 5.67  -0.07
H -0.02 -3.60 5.22  0.04
H 0.35 -5.03 4.92  0.03

Run two
Formula: C3H12N2O
Source: the OMol25 dataset
Level of theory: the ωB97M-V functional and the def2-TZVPD basis

Output
gap between HOMO and LUMO: 0.3772 hartree
LUMO level: 0.97 eV

Last column: Löwdin charge in e.
Atoms and positions in Å:
C 2.45 -1.92 1.41  -0.08
C 2.92 -0.71 1.09  -0.11
H 1.99 -2.02 2.48  0.10
H 2.35 -2.50 0.54  0.02
H 2.73 0.06 1.85  0.04
H 3.55 -0.35 0.31  0.03
N 0.14 2.00 0.31  -0.01
C -0.82 1.45 -0.68  -0.25
O -1.77 2.54 -1.19  -0.15
H 1.12 2.03 0.00  0.06
H -0.15 2.82 0.80  0.05
H -0.31 0.97 -1.63  0.15
H -1.52 0.87 -0.06  0.10
H -1.14 3.19 -1.56  0.06
N -2.24 -3.16 -0.58  0.00
H -1.50 -3.76 -0.93  0.00
H -2.83 -2.71 -1.25  -0.01
H -2.79 -3.79 -0.01  0.01

Run three
Formula: C3H12N2O
Source: the OMol25 dataset
Level of theory: the ωB97M-V functional and the def2-TZVPD basis

Output
gap between HOMO and LUMO: 0.3350 hartree
LUMO level: 0.72 eV

Last column: Löwdin charge in e.
Atoms and positions in Å:
C 0.63 0.36 0.82  -0.07
C 0.20 0.41 -0.63  -0.55
N -0.84 -0.38 -1.05  0.00
C 0.07 1.81 -1.14  -0.30
N -0.45 1.86 -2.49  -0.06
H 1.54 -0.06 1.24  0.05
H 0.02 -0.52 1.37  0.11
H 0.42 1.37 1.35  0.10
H 1.03 -0.02 -1.27  0.16
H -0.76 -1.29 -1.46  0.09
H -1.66 -0.46 -0.46  0.10
H -0.77 2.32 -0.49  0.14
H 0.97 2.46 -1.15  0.11
H -1.15 2.56 -2.83  0.08
H -0.93 0.93 -2.59  0.05
O 0.64 -3.88 3.19  -0.07
H 0.23 -4.39 3.91  0.04
H 0.83 -3.08 3.68  0.03

Name the most stable of them. run one.